Record 1
A structure of composition C8F17MgO4S at a distorted geometry, computed with ωB97M-V with the def2-TZVPD basis set.

Structure (XYZ):
```
31
Properties=species:S:1:pos:R:3:forces:R:3
O 0.377951 2.893388 4.501679 -4.32 -0.33 -3.66
S -0.998427 3.027430 3.740213 0.16 1.75 8.74
O -1.416356 4.528455 3.938206 0.91 -5.69 -2.01
O -2.058484 1.929681 4.552201 3.97 4.02 -4.23
O -0.677870 2.607160 2.119571 -3.70 0.37 -0.56
C -1.895863 2.572772 1.295285 -0.88 1.90 0.00
F -3.128249 3.041294 1.989549 4.30 -1.46 -2.27
F -1.679608 3.480031 0.145463 -0.74 -3.18 3.49
C -2.221339 0.996024 0.841817 -2.22 0.66 1.76
F -3.705769 0.985862 0.568846 5.19 -0.63 0.76
F -1.871449 0.181299 2.065324 -1.31 2.31 -4.72
C -1.408584 0.527393 -0.504878 0.56 1.95 -1.71
F 0.014826 0.980698 -0.305127 -4.13 -1.93 -0.77
F -1.885317 1.242370 -1.747813 1.55 -2.26 4.50
C -1.533740 -1.080263 -0.855335 -3.33 -1.09 -0.51
F -2.662233 -1.690374 -0.056299 4.12 2.26 -2.63
F -1.980717 -1.226522 -2.291464 2.12 0.15 4.61
C -0.202241 -1.963957 -0.491376 -2.18 -2.43 2.48
F -0.646019 -3.408081 -0.524122 1.85 4.84 -0.10
F 0.132729 -1.685352 0.927543 -0.57 -0.74 -5.18
C 1.046095 -1.816505 -1.541898 0.14 -1.02 0.30
F 0.900927 -0.714943 -2.534368 0.34 -2.81 1.99
F 1.048199 -3.087650 -2.359307 0.58 3.99 1.48
C 2.522358 -1.622535 -0.841356 1.64 -0.19 2.59
F 2.850344 -2.870041 -0.054497 -1.47 4.58 -2.85
F 2.610245 -0.389707 0.028229 -0.67 -4.76 -3.37
C 3.764950 -1.463568 -1.927072 4.78 1.45 2.34
F 3.901474 -2.602365 -2.863052 -1.13 3.71 1.95
F 5.019823 -1.473207 -1.085191 -4.92 -0.09 -3.49
F 3.777746 -0.118458 -2.604452 -0.60 -5.14 1.56
Mg 2.004596 -1.780329 -4.126318 -0.08 -0.16 -0.49
```
Positions in Å, forces in eV/Å.

Properties
LUMO level	-9.40	eV
charge	+1



Record 2
The molecule C3H3N3O2 at a distorted geometry, computed with ωB97M-V with the def2-TZVPD basis set.

Structure (XYZ):
```
11
Properties=species:S:1:pos:R:3:forces:R:3
C -0.264965 1.357333 -0.004971 -2.54 1.10 0.18
C -1.363202 0.368856 0.133000 -0.86 -0.02 1.83
C 1.023805 1.137873 -0.157095 -0.07 1.34 -0.08
N -1.278755 -0.891495 0.199587 3.61 -2.44 -0.62
N -0.615423 -1.949717 0.207349 -1.81 2.81 1.51
N 1.756179 0.005273 -0.102050 -0.12 0.69 -2.39
O 2.066131 -0.500783 -1.202397 -0.26 -0.51 0.47
O 2.201168 -0.286619 0.968482 0.92 -1.30 1.97
H -0.770220 2.401754 0.080832 1.32 -1.81 -0.29
H -2.322894 0.652715 0.589592 0.02 0.60 -1.08
H -0.431822 -2.295189 -0.712328 -0.20 -0.47 -1.51
```
Positions in Å, forces in eV/Å.

Properties
LUMO level (spin up / spin down)	-2.69 / -2.69	eV
relative energy (zero: lowest compared OMol25 entry of this formula, charge and spin)	243.4	kcal/mol
charge	0



Record 3
A cluster of 2 separate species, C3H5FN2O5 in total at a distorted geometry, computed with ωB97M-V with the def2-TZVPD basis set.

Structure (XYZ):
```
16
Properties=species:S:1:pos:R:3:forces:R:3
C -1.715584 0.032027 0.879690 1.10 1.20 0.52
C -2.669144 -0.602238 0.213911 -0.14 0.71 1.14
C 1.821518 0.332173 -0.853267 -0.19 0.75 0.12
N 0.809585 -0.658972 -0.597662 0.52 -0.04 0.21
N 2.387187 1.099411 0.096690 1.49 0.34 0.21
O 0.672272 -1.014406 0.581447 0.41 -0.27 -1.27
O 2.440200 0.711106 1.388609 0.85 0.74 0.22
O 0.153190 -1.054671 -1.561192 0.80 0.39 1.08
O 3.100387 2.080196 -0.066426 -0.90 -0.61 -1.35
O -2.698332 -0.834954 -1.078318 0.15 -0.45 -1.94
F 1.928181 0.781235 -2.082379 -0.18 -0.18 0.24
H -0.837213 0.517941 0.386042 -1.41 -0.48 0.22
H -1.671162 0.195106 1.962588 -0.59 -0.30 -0.49
H 1.681964 0.186290 1.548901 -1.77 -1.68 0.37
H -3.604438 -0.936121 0.594495 -0.41 -0.22 1.09
H -1.798613 -0.834122 -1.413128 0.25 0.09 -0.37
```
Positions in Å, forces in eV/Å.

Properties
LUMO level (spin up / spin down)	-2.15 / -2.16	eV
relative energy (zero: lowest compared OMol25 entry of this formula, charge and spin)	48.9	kcal/mol
charge	0



Record 4
A cluster of 3 separate species, C5H15NO4 in total at a distorted geometry, computed with ωB97M-V with the def2-TZVPD basis set.

Structure (XYZ):
```
25
Properties=species:S:1:pos:R:3:forces:R:3
O -1.404068 -2.580905 0.389993 -0.69 0.53 0.02
C -1.009302 -1.797586 -0.464927 0.00 0.13 2.06
N -1.418547 -0.462190 -0.475946 0.40 -0.60 -1.25
C -0.969646 0.585434 -1.433900 2.35 -2.88 -0.85
C 0.291724 1.285237 -0.878463 2.14 2.04 -4.27
C 0.096915 1.749572 0.442465 0.91 1.56 4.40
O -1.025882 2.529140 0.663051 -2.49 0.77 0.78
C 0.113718 -2.243579 -1.345752 0.30 -0.60 1.71
H -2.130587 -0.134156 0.172732 0.26 -0.67 -0.12
H -0.477455 0.106823 -2.356053 -1.57 0.26 0.98
H -1.883888 1.092823 -1.734121 0.57 0.79 0.06
H 0.526385 2.231449 -1.607899 -0.84 -1.77 1.54
H 1.361500 0.801970 -0.955644 -2.64 -0.02 0.08
H 0.897279 2.391498 0.868268 0.42 -0.72 -0.71
H -0.056597 0.995639 1.227665 0.63 -0.12 -1.04
H -1.409484 2.987965 -0.071100 0.23 0.27 -0.88
H 0.493669 -3.253096 -1.169061 -0.89 -0.09 0.58
H -0.226288 -2.258839 -2.310193 -0.15 0.63 -2.89
H 0.960326 -1.666005 -1.070519 0.82 1.19 -0.63
H 0.344174 -1.144197 3.194500 0.35 0.74 -0.03
H -0.654168 -0.537730 2.292448 1.85 0.92 0.57
O 0.225248 -0.281655 2.739719 -2.38 -2.18 0.13
H 2.019922 0.003708 1.955817 -0.06 0.04 -2.03
H 3.086805 -0.398497 0.954201 1.95 -0.84 -0.23
O 2.248248 -0.002824 0.972718 -1.47 0.61 2.03
```
Positions in Å, forces in eV/Å.

Properties
LUMO level	0.50	eV
relative energy (zero: lowest compared OMol25 entry of this formula, charge and spin)	55.2	kcal/mol
charge	0



Record 5
A structure of composition C24H15NO8PmSSi at a distorted geometry, computed with ωB97M-V with the def2-TZVPD basis set.

Structure (XYZ):
```
51
Properties=species:S:1:pos:R:3:forces:R:3
Pm 1.183361 0.253043 1.027339 -1.20 -1.20 0.24
O 6.161161 0.083443 4.620839 -0.95 -0.02 -0.68
C 5.172061 0.073743 3.911739 1.23 0.02 0.92
C 5.154061 -0.045357 2.409839 0.91 -0.12 -0.91
O 6.134161 -0.192757 1.692139 -0.83 0.13 0.54
C 3.748061 0.040843 2.014039 0.00 -0.01 1.42
C 2.924461 0.196743 3.163339 1.19 -0.17 -0.44
O 1.633761 0.295643 3.114139 -0.06 0.21 1.43
C 3.742061 0.180443 4.376539 -0.51 0.08 1.14
O 3.366461 0.228143 5.540439 0.27 0.00 -0.98
O 3.282261 -0.045157 0.806439 1.03 -0.18 -0.59
C -4.628439 -2.178757 0.571439 -0.12 -0.02 0.03
C -3.980639 -3.097957 1.379039 -0.17 -0.05 0.07
C -2.601039 -3.210757 1.330639 0.19 0.00 0.03
C -1.831839 -2.441557 0.460839 0.56 0.28 0.08
C -2.514839 -1.573457 -0.390361 0.02 -0.10 -0.04
C -3.886939 -1.425257 -0.324561 -0.14 0.07 -0.11
Si 0.113661 -2.363557 0.529139 -0.97 -1.87 -0.94
C 0.500661 -2.647557 -1.368361 0.05 0.57 0.70
C 1.308661 -1.730957 -2.040661 0.04 0.18 0.35
C 1.576061 -1.864357 -3.393561 0.16 0.12 -0.20
C 1.045861 -2.930857 -4.102261 0.11 0.18 -0.06
C 0.242961 -3.852957 -3.452661 -0.07 -0.14 -0.02
C -0.025739 -3.704657 -2.104561 -0.05 -0.03 0.08
H -5.699939 -2.043157 0.645939 -0.04 -0.05 -0.05
H -4.552539 -3.721957 2.055039 0.00 0.02 0.06
H -2.104039 -3.901757 1.995339 0.07 -0.15 0.11
H -1.952039 -0.988557 -1.105461 0.00 0.07 -0.07
H -4.384539 -0.708257 -0.963661 -0.05 0.04 -0.10
H 0.341661 -3.791257 0.986439 0.15 0.27 0.24
H 1.754661 -0.887557 -1.484461 -0.11 -0.41 -0.46
H 2.201661 -1.138157 -3.894661 0.05 0.04 -0.04
H 1.258761 -3.039757 -5.156661 0.02 0.00 -0.07
H -0.172439 -4.689457 -3.999561 -0.03 -0.04 -0.03
H -0.659739 -4.419057 -1.600761 -0.12 -0.14 0.04
O -1.296739 0.872343 0.475439 0.28 0.17 -0.20
C -0.720539 1.757943 -0.159861 -1.90 0.07 0.02
N 0.487161 1.604743 -0.728961 0.89 1.13 -0.94
S 1.280561 2.982443 -0.354861 -0.24 1.30 -1.00
O 1.651961 2.787643 1.038339 0.31 0.25 0.34
O 2.299261 3.390743 -1.266361 -0.21 -0.16 -0.02
C -0.182939 4.044043 -0.433261 -0.08 -0.76 -0.04
C -0.407539 5.378943 -0.679461 0.30 0.10 0.04
C -1.727139 5.801743 -0.822261 0.12 -0.04 0.04
C -2.781339 4.910343 -0.687761 -0.07 -0.03 0.05
C -2.550439 3.573543 -0.390861 0.26 -0.14 0.05
C -1.235439 3.150943 -0.300261 -0.28 0.40 -0.02
H 0.415461 6.067443 -0.784461 0.08 0.11 -0.03
H -1.933139 6.837643 -1.050661 0.03 0.05 -0.01
H -3.794639 5.256743 -0.834761 -0.04 0.04 0.06
H -3.356239 2.865543 -0.268461 -0.07 -0.06 -0.03
```
Positions in Å, forces in eV/Å.

Properties
<S²>	6.007
2S+1	5
LUMO level (spin up / spin down)	1.50 / 1.50	eV
charge	-1



Record 6
The molecule C2H6N2OS at a distorted geometry, computed with ωB97M-V with the def2-TZVPD basis set.

Structure (XYZ):
```
12
Properties=species:S:1:pos:R:3:forces:R:3
C 0.465075 1.161579 0.017376 0.64 0.89 -0.32
C -0.552681 -1.049395 -0.057186 -0.63 1.25 -0.72
H -0.315206 1.616648 0.631044 -0.20 -0.80 0.15
H 1.380568 1.453757 0.485360 0.59 0.49 0.19
H 0.426818 1.660027 -0.953691 0.01 -0.07 -0.16
H 2.404930 -0.938744 1.148973 -0.31 -0.17 -1.93
H -2.488245 -0.878666 -0.267185 -0.51 0.40 -0.14
H -1.712424 0.719693 -0.469206 -0.06 -1.65 0.25
N 0.559327 -0.280035 -0.101713 -0.21 1.54 0.35
N -1.685163 -0.282350 -0.210387 -0.61 0.10 0.09
O -0.528959 -2.239502 0.035771 -0.49 -1.40 0.26
S 2.045957 -0.943007 -0.259158 1.78 -0.58 2.00
```
Positions in Å, forces in eV/Å.

Properties
LUMO level	0.61	eV
relative energy (zero: lowest compared OMol25 entry of this formula, charge and spin)	21.3	kcal/mol
charge	0